1.
C3H7N5OS | ωB97M-V/def2-TZVPD

The calculation puts the frontier orbital gap at 9.67 eV. Its total energy is -23555.829 eV.

Last column: Löwdin charge in e.
Positions of all 17 atoms, in Å:
C  0.265  -1.140  -0.258  -0.4802
C  0.327  1.292  -0.184  -0.4824
C  -1.676  0.154  0.619  -0.0706
N  1.482  -1.173  -0.830  -0.1657
N  -0.255  2.330  -0.662  0.1135
N  1.657  1.324  0.208  -0.0929
N  -0.408  -0.011  -0.056  -0.0321
N  -0.512  -2.267  -0.369  0.1527
O  3.463  -0.353  0.664  -0.4921
S  2.706  -0.038  -0.515  0.8727
H  -1.649  1.232  0.787  0.0679
H  -2.653  0.014  0.093  0.0998
H  -1.928  -0.347  1.577  0.0995
H  -1.322  2.238  -0.854  0.0915
H  1.990  2.289  0.278  0.1011
H  -0.130  -3.110  -0.729  0.0924
H  -1.357  -2.433  0.230  0.1250


2.
C3H7NO | ωB97M-V/def2-TZVPD

The calculation puts the frontier orbital gap at 9.53 eV. Its total energy is -6759.430 eV.

Last column: Löwdin charge in e.
Positions of all 12 atoms, in Å:
O  -0.242  -1.385  1.323  -0.0201
C  0.337  -1.550  2.361  -0.1261
H  0.839  -0.688  2.840  0.0821
H  0.545  -2.540  2.785  0.0770
C  0.594  1.572  -1.528  -0.0027
C  0.169  0.386  -1.068  -0.2957
N  -1.183  -0.005  -0.855  -0.0158
H  1.577  1.866  -1.191  0.0448
H  -0.103  2.041  -2.211  0.0500
H  0.893  -0.247  -0.567  0.0699
H  -1.683  0.096  -1.734  0.0662
H  -1.744  0.454  -0.155  0.0704


3.
C3H7NO | ωB97M-V/def2-TZVPD

The calculation puts the frontier orbital gap at 10.82 eV. Its total energy is -6760.712 eV.

Last column: Löwdin charge in e.
Positions of all 12 atoms, in Å:
O  -1.441  0.430  -1.084  -0.0785
C  -0.066  0.704  -1.125  -0.2478
C  0.657  -0.065  -0.027  -0.2872
C  0.056  0.001  1.311  -0.1443
N  -0.148  -1.187  0.481  0.0029
H  -1.497  -0.506  -0.816  0.0757
H  0.060  1.776  -0.940  0.1195
H  0.373  0.486  -2.110  0.1121
H  1.739  -0.158  -0.119  0.1378
H  -0.829  0.614  1.419  0.1074
H  0.712  -0.080  2.175  0.1069
H  0.369  -1.960  0.877  0.0955


4.
C3H7NO | ωB97M-V/def2-TZVPD

The calculation puts the frontier orbital gap at 10.21 eV. Its total energy is -6760.296 eV.

Last column: Löwdin charge in e.
Positions of all 12 atoms, in Å:
C  0.096  1.351  0.005  -0.1188
C  -0.494  -0.926  -0.944  -0.0470
C  0.611  -0.665  1.135  -0.4152
H  1.091  1.863  -0.385  0.1019
H  -0.780  1.832  -0.776  0.1438
H  -0.180  1.618  1.216  0.1416
H  0.112  -1.824  -1.079  0.0773
H  -1.624  -1.216  -0.756  0.1259
H  -0.370  -0.232  -1.857  0.0978
H  0.933  0.054  1.869  0.1156
N  0.176  -0.063  0.051  -0.2602
O  0.429  -1.792  1.520  0.0372


The calculation returns the following energy relative to the best compared isomer or geometry (same formula, charge and spin) values, one per record and in order: 0.0 76.6 47.0 56.6 kcal per mole.
The calculation returns the following E_HOMO values, one per record and in order: -9.24 -8.64 -9.76 -9.45 eV.
The calculation returns the following maximum force values, one per record and in order: 3.523 2.706 0.472 3.853 eV/Å.